Entry from the OMol25 dataset: C13H10BN8PtS2 as an isolated structure (ωB97M-V/def2-TZVPD).

XYZ file:
```
35
Properties=species:S:1:pos:R:3:forces:R:3
H -0.741 -1.717 0.315 -0.2 0.1 -0.1
N -3.939 2.195 -3.780 -0.1 0.0 -0.1
C 4.966 1.343 -1.245 0.1 0.0 0.1
N -1.772 5.474 -3.759 0.0 0.1 -0.1
H 0.500 -3.514 1.957 0.0 -0.2 0.1
C -1.831 2.314 -2.347 1.2 0.8 0.5
H 3.253 1.859 -2.583 -0.2 0.1 -0.1
N 0.867 -0.485 0.813 -0.4 0.5 -0.5
C 2.657 2.440 3.407 -0.1 0.2 0.1
N 2.300 1.733 2.324 0.3 0.0 0.6
S -1.477 0.883 -1.444 0.7 0.1 0.4
C 0.172 -1.607 0.867 0.1 -0.1 0.1
C -2.985 2.259 -3.138 -0.9 0.0 -0.6
Pt 0.551 1.532 -0.338 -0.3 0.2 -0.3
H 2.717 -2.166 2.804 0.2 0.0 0.1
C 4.874 0.909 0.060 0.1 0.0 -0.2
H 5.637 0.647 0.765 0.1 -0.1 0.2
N 1.262 2.316 1.728 -0.3 -0.1 -0.8
H 3.853 0.122 2.498 0.2 -0.1 0.2
S 0.370 3.725 -1.433 0.1 -0.6 0.3
N 3.576 0.840 0.392 0.6 -0.2 0.1
H 5.852 1.512 -1.823 0.2 0.0 -0.1
H 1.818 4.295 4.257 0.0 0.1 0.1
C 1.810 3.524 3.513 0.1 0.0 0.0
N 2.828 1.213 -0.644 -0.9 0.3 -0.1
B 2.987 0.476 1.764 -0.5 0.3 -0.4
C 1.935 -1.852 2.143 -0.1 -0.2 0.0
N 1.941 -0.630 1.586 0.2 -0.4 0.3
C -1.468 4.563 -3.125 -0.4 0.8 -0.7
H 3.477 2.130 4.022 0.2 -0.1 0.1
C 0.811 -2.520 1.708 0.1 0.0 0.0
C -1.071 3.471 -2.341 -0.1 -1.5 0.6
H 0.142 4.033 2.119 -0.1 0.0 -0.2
C 3.640 1.524 -1.640 0.0 0.0 0.0
C 0.952 3.398 2.421 0.0 0.0 0.1
```
Forces are in eV/Å.

Its HOMO energy (alpha / beta) is -3.583 / -4.559 eV. Its lowest unoccupied orbital energy (alpha / beta) is 2.6 / 2.3 eV. The value obtained for the frontier orbital gap (alpha / beta) is 6.169 / 6.906 eV. As for the energy: -51161.1288 eV. The total charge is -1. The spin multiplicity is 3. The largest force on an atom is 1.6 eV/Å.


Entry from the OMol25 dataset: a 3-piece molecular cluster, C18H27N3O10PS overall (ωB97M-V/def2-TZVPD).

XYZ file:
```
60
Properties=species:S:1:pos:R:3:forces:R:3
C 5.096 3.769 -3.397 -2.2 -4.3 1.6
H -2.328 -3.475 0.354 -0.1 0.1 0.1
H -6.074 -1.428 5.634 0.1 0.0 0.2
H 1.326 -1.100 1.814 -1.5 -0.1 -1.0
H 2.489 -1.400 -0.491 -1.3 -0.3 -1.1
C -2.959 0.072 5.713 0.2 0.4 0.5
H -2.683 0.417 6.710 0.2 -0.1 -0.2
N 4.143 4.108 -4.396 2.8 0.7 2.0
H -0.510 -1.165 -1.343 1.1 -0.8 0.5
H 3.591 -0.694 -3.449 -0.4 1.4 0.6
C -2.352 -1.513 4.260 0.4 -0.4 -0.5
C 0.338 -1.116 1.214 -0.3 0.4 0.7
H 8.376 4.545 -1.640 -0.7 -0.7 -0.4
H -5.602 0.124 4.969 0.1 0.0 0.1
H 1.614 0.833 -1.413 0.4 -1.1 -0.9
H 5.077 6.083 -1.878 0.7 0.5 0.4
H -5.304 -3.119 -0.343 0.1 0.0 -0.1
C 1.852 -0.008 -2.144 0.0 -1.1 0.2
H -3.765 -1.737 6.574 0.1 0.1 -0.1
C -5.397 -0.582 5.779 -0.2 -0.2 -0.3
O -3.129 -0.290 -1.561 0.0 -0.6 0.3
O -4.181 -1.457 0.073 0.5 0.3 -0.8
C -3.370 -1.329 -1.011 0.1 0.6 -0.2
C 1.793 -1.456 -1.400 0.2 0.7 -0.8
H 0.098 -2.893 -1.630 0.1 1.6 0.9
N 3.074 3.499 -4.867 -0.3 -3.2 1.6
C 0.547 2.166 -4.380 0.0 -1.1 1.8
H -5.443 -2.606 2.111 0.0 -0.2 -0.1
H -0.538 -1.171 1.952 1.5 0.2 -1.1
N 1.573 1.528 -4.885 -1.1 4.0 2.6
H 4.058 -0.014 -1.816 -1.1 0.2 -1.4
O 0.251 -2.295 0.360 -0.3 1.7 -0.9
H 4.335 5.031 -4.844 -0.4 -0.9 0.2
H -5.632 -0.101 6.730 0.1 -0.1 0.0
O 7.703 3.912 -2.006 -2.8 2.1 -0.6
H 2.241 -2.242 -2.113 -0.6 1.3 1.0
C -3.170 -3.451 -0.344 0.2 -0.8 0.0
H 5.604 1.962 -1.912 -1.1 0.6 -1.2
C 3.342 0.141 -2.711 0.4 1.0 0.8
P 6.568 4.862 -2.881 4.3 2.0 -2.5
H 0.250 -0.136 0.612 0.2 -1.5 0.8
H -3.283 0.930 5.115 -0.1 -0.1 0.0
O 6.057 6.180 -1.937 -0.5 -3.4 -1.5
H 1.041 -0.014 -2.944 1.3 0.1 0.9
H -3.735 -2.957 2.285 0.0 -0.1 -0.2
S -0.652 2.707 -3.382 3.2 -1.4 -3.3
O 7.284 5.304 -4.158 -2.6 -0.9 3.0
C 2.770 2.229 -4.348 2.3 1.2 0.7
O -1.718 -2.099 3.425 -0.7 0.4 0.8
C -4.414 -2.855 0.240 -0.5 -0.7 1.0
H -3.331 -4.454 -0.742 0.1 0.2 -0.2
O -2.861 -2.534 -1.389 -0.2 0.8 -0.1
H -4.852 -4.257 1.823 0.0 0.1 -0.1
O -1.847 -0.535 5.061 -0.1 -0.5 -0.5
C 4.905 2.369 -2.706 -3.2 2.0 -4.1
O -3.671 -1.734 4.528 1.0 0.0 -0.3
C 0.298 -1.918 -1.049 0.9 -1.1 0.1
C -3.958 -1.047 5.745 -1.1 0.3 0.5
C 3.686 1.609 -3.267 0.9 0.4 0.0
C -4.623 -3.197 1.695 0.0 0.3 0.3
```
Forces are in eV/Å.

The value obtained for the energy relative to the best compared isomer or geometry (same formula, charge and spin) is 525.1 kJ/mol. Its HOMO energy is -11.434 eV. Its lowest unoccupied orbital energy is -5.3 eV. The value obtained for the frontier orbital gap is 6.089 eV. As for the energy: -64162.8204 eV. The total charge is +1. The spin multiplicity is 1. The largest force on an atom is 5.6 eV/Å.


Entry from the OMol25 dataset: C2H6Se as an isolated structure (ωB97M-V/def2-TZVPD).

XYZ file:
```
9
Properties=species:S:1:pos:R:3:forces:R:3
H -0.038 -1.192 0.973 0.5 -0.1 0.6
Se -2.053 -0.040 0.137 0.6 -0.8 -0.7
H 0.257 1.073 -0.903 -0.1 1.0 -1.1
H -0.147 -1.519 -0.765 -0.5 0.3 0.7
H -1.463 1.285 1.468 0.4 0.4 0.5
H 1.098 0.855 0.593 0.6 -0.7 -2.1
H 1.665 -0.077 -1.097 -0.9 0.8 1.3
C -0.166 -0.727 0.016 -0.7 -0.7 -1.8
C 0.847 0.342 -0.423 0.2 -0.2 2.7
```
Forces are in eV/Å.

The value obtained for the energy relative to the best compared isomer or geometry (same formula, charge and spin) is 25.8 kJ/mol. Its HOMO energy (alpha / beta) is -6.191 / -10.037 eV. Its lowest unoccupied orbital energy (alpha / beta) is 0.8 / -2.4 eV. The value obtained for the frontier orbital gap (alpha / beta) is 6.980 / 7.675 eV. As for the energy: -67512.9452 eV. The total charge is 0. The spin multiplicity is 3. The largest force on an atom is 2.7 eV/Å.


Entry from the OMol25 dataset: an isolated ion of composition C16H6Cl2N3O5 and charge -1 (ωB97M-V/def2-TZVPD).

XYZ file:
```
32
Properties=species:S:1:pos:R:3:forces:R:3
N 0.246 -1.573 1.202 -1.2 -1.7 0.0
H -1.545 -1.123 -0.083 1.9 0.1 0.5
C -0.210 2.669 1.819 2.5 1.9 2.0
H 2.566 -3.771 -1.228 0.1 0.3 -0.2
N 0.583 3.296 2.454 -2.4 -2.1 -2.1
H 4.574 -0.081 -2.318 -0.2 -0.3 0.2
C -1.378 0.447 1.309 -1.1 2.0 1.3
C 2.645 0.174 -1.434 0.2 -0.7 -0.4
O -0.120 -2.049 2.253 1.0 0.5 -2.6
C -2.944 0.206 1.234 1.0 -0.7 2.5
H 4.553 -2.571 -2.215 -0.4 0.1 0.1
H 0.539 -2.269 -1.409 -0.2 -0.3 0.8
O -3.513 -0.441 2.103 0.5 0.8 -1.7
C -1.196 1.970 1.107 -1.2 0.3 -0.5
C -0.672 -0.528 0.406 0.2 -1.4 -2.2
O -0.213 1.168 -1.232 0.4 -1.9 1.2
C -3.215 2.094 -0.338 -0.5 -1.0 0.8
Cl -4.856 0.028 -0.620 -1.1 -0.7 -0.3
C 2.614 -2.687 -1.332 -0.2 0.4 0.2
C 3.709 -0.602 -1.904 -0.1 1.5 0.1
C -3.595 0.871 0.109 0.4 1.2 -1.0
Cl -4.117 2.989 -1.447 -0.2 0.0 -0.5
N -0.402 0.019 3.702 -1.5 0.9 -2.9
C 3.679 -2.020 -1.848 -0.2 -0.2 0.3
C 0.222 0.159 -0.642 0.4 1.9 -2.1
C 1.505 -0.453 -0.924 -0.6 0.4 0.0
O 1.224 -2.244 0.547 -1.4 -0.7 3.2
O -1.814 3.974 0.079 -0.9 0.1 -0.3
H 2.649 1.268 -1.431 0.2 -0.4 -0.2
C -2.067 2.790 0.277 2.8 -0.6 1.5
C -0.873 0.203 2.641 0.8 -0.1 4.5
C 1.422 -1.911 -0.841 0.9 0.1 -2.3
```
Forces are in eV/Å.

Its HOMO energy is -4.267 eV. Its lowest unoccupied orbital energy is 0.0 eV. The value obtained for the frontier orbital gap is 4.299 eV. As for the energy: -56434.6073 eV. The total charge is -1. The spin multiplicity is 1. The largest force on an atom is 4.6 eV/Å.